Entry 1:
67
Properties=species:S:1:pos:R:3:forces:R:3 method="wB97M-V/def2-TZVPD" e_above_lowest_ev=0.000 max_force_ha_per_bohr=0.0353 homo_energy_ev=-7.6 lumo_ev=0.49 spin_multiplicity=1
Sn 0.190 2.148 0.338 0.06 -0.27 0.14
C -1.933 5.654 4.030 -0.01 -0.05 0.00
O -1.037 5.306 2.977 -0.05 0.09 0.04
C -0.246 4.236 3.093 0.17 -0.02 -0.31
O 0.567 3.997 2.213 -0.17 -0.03 0.47
N -0.359 3.498 4.228 -0.06 -0.02 0.07
N 0.361 2.306 4.373 0.05 -0.10 -0.01
H -2.346 6.619 3.756 -0.02 0.00 0.00
H -1.407 5.740 4.982 0.00 0.03 -0.01
H -2.746 4.929 4.111 0.00 0.00 -0.03
H -1.199 3.523 4.776 -0.02 0.10 0.02
H 0.163 1.709 3.577 -0.04 -0.04 -0.13
H 1.347 2.529 4.308 0.05 0.03 0.05
N 2.046 -1.173 -1.322 0.00 0.06 -0.21
C 1.225 -0.850 -2.483 -0.15 -0.01 0.22
C 1.928 -1.433 -3.715 -0.09 0.01 -0.09
C 1.220 -1.439 -5.074 0.00 0.12 0.11
C -0.219 -1.946 -5.102 -0.05 -0.13 -0.13
N -1.128 -0.892 -4.702 -0.14 -0.19 0.40
C -2.375 -1.141 -4.497 0.23 -0.58 -0.37
N -2.915 -2.405 -4.568 -0.16 0.26 0.00
N -3.246 -0.130 -4.250 -0.33 0.50 0.47
C 0.897 0.644 -2.610 0.55 0.44 0.30
O 0.058 0.985 -3.543 -0.01 -0.09 0.48
O 1.432 1.475 -1.874 -0.20 -0.54 -0.34
H 2.977 -0.793 -1.458 0.02 0.06 0.00
H 1.681 -0.697 -0.504 0.25 0.13 -0.06
H 0.257 -1.342 -2.343 -0.07 -0.09 -0.09
H 2.177 -2.458 -3.434 0.03 -0.02 -0.03
H 2.874 -0.896 -3.842 0.06 -0.07 0.05
H 1.817 -2.073 -5.732 0.02 0.07 -0.06
H 1.216 -0.433 -5.499 0.04 -0.03 -0.08
H -0.317 -2.847 -4.478 0.01 0.03 0.03
H -0.446 -2.236 -6.137 -0.01 -0.11 0.02
H -0.458 0.142 -3.922 0.11 0.55 -0.58
H -2.432 -3.066 -5.152 0.03 -0.03 0.06
H -3.919 -2.450 -4.630 0.01 -0.08 -0.08
H -2.833 0.739 -3.945 0.19 0.00 -0.09
H -4.087 -0.323 -3.727 0.05 -0.23 -0.01
C -0.944 -3.204 2.591 -0.23 -0.17 0.11
N -0.726 -1.961 1.841 -0.30 0.29 -0.50
C 0.059 -2.216 0.611 0.13 -0.06 -0.05
C -0.187 -0.840 2.707 0.26 0.16 0.06
C 1.239 -0.419 2.453 -0.08 0.06 -0.06
C 2.255 -1.075 3.147 0.01 -0.06 -0.05
C 3.579 -0.690 3.007 -0.04 -0.01 0.00
C 3.883 0.376 2.175 0.09 0.01 -0.04
C 2.867 1.030 1.490 -0.19 0.12 -0.10
C 1.519 0.664 1.598 -0.18 0.14 -0.15
H -1.477 -3.916 1.962 0.04 0.02 -0.04
H -1.550 -3.002 3.472 0.02 0.05 -0.01
H 0.011 -3.636 2.890 0.03 0.08 -0.01
H -1.667 -1.530 1.478 0.18 -0.10 0.43
H 1.086 -2.488 0.846 -0.09 -0.03 0.08
H 0.047 -1.314 0.009 -0.23 -0.10 0.17
H -0.418 -3.019 0.050 -0.05 0.01 0.07
H -0.303 -1.150 3.745 -0.05 -0.08 -0.03
H -0.836 0.014 2.529 -0.12 -0.11 0.07
H 2.003 -1.895 3.813 0.00 0.03 0.02
H 4.359 -1.206 3.550 0.00 0.00 0.00
H 4.910 0.703 2.064 -0.01 0.00 -0.01
H 3.126 1.871 0.851 0.09 -0.03 0.01
O -1.761 1.634 1.632 0.62 0.44 0.08
S -2.370 0.767 0.571 -1.49 -1.04 -0.10
O -2.814 -0.527 1.178 0.43 0.28 -0.10
O -1.223 0.451 -0.363 0.65 0.29 -0.08
O -3.453 1.419 -0.114 0.11 0.09 -0.04

Entry 2:
54
Properties=species:S:1:pos:R:3:forces:R:3 method="wB97M-V/def2-TZVPD" e_above_lowest_ev=3.249 max_force_ha_per_bohr=0.0223 smiles="Cc1occc1-c1nnc(SCC(=O)c2ccc3c(c2)OCCO3)n1C[C@H]1CCCO1" homo_energy_ev=-8.1 lumo_ev=0.45 spin_multiplicity=1
C 3.216 -1.514 2.135 -0.13 -0.25 0.06
C 1.979 -1.964 1.455 -0.26 1.05 -0.32
O 1.650 -3.269 1.471 0.35 -0.23 0.18
C 0.496 -3.408 0.792 -0.71 0.30 -0.41
C 0.057 -2.206 0.339 0.11 -0.51 0.20
C 1.023 -1.250 0.774 0.50 -0.73 0.40
C 1.048 0.176 0.555 0.02 0.30 -0.05
N 2.129 0.875 0.318 0.42 -1.07 -0.03
N 1.788 2.160 0.175 -0.31 1.08 0.12
C 0.496 2.236 0.323 -0.12 0.08 0.12
S -0.493 3.654 0.131 -0.09 0.38 0.17
C 0.440 4.504 -1.179 0.03 0.08 0.36
C 1.015 3.648 -2.302 -0.05 0.16 0.05
O 1.936 4.091 -2.942 0.01 -0.01 0.02
C 0.449 2.303 -2.540 0.03 -0.55 -0.45
C -0.910 2.004 -2.431 0.12 0.07 -0.20
C -1.341 0.704 -2.588 0.08 -0.19 -0.07
C -0.434 -0.320 -2.842 0.09 0.09 -0.06
C 0.929 -0.024 -2.968 -0.18 0.03 0.03
C 1.353 1.289 -2.837 -0.26 -0.05 0.03
O 1.861 -0.989 -3.218 0.06 0.37 -0.11
C 1.397 -2.300 -2.987 -0.41 -0.42 0.08
C 0.001 -2.480 -3.582 0.59 -0.19 -0.13
O -0.914 -1.596 -2.968 -0.18 0.34 0.22
N -0.045 1.003 0.559 0.82 0.22 -0.25
C -1.395 0.732 0.953 -0.27 -0.12 0.67
C -1.531 0.819 2.487 -0.21 0.26 -0.37
C -2.970 0.505 2.945 0.18 0.00 0.04
C -2.781 -0.604 3.984 0.24 -0.03 -0.05
C -1.449 -1.214 3.549 -0.28 -0.28 0.11
O -0.674 -0.117 3.115 0.17 0.22 -0.01
H 3.434 -0.496 1.826 0.05 -0.01 0.01
H 3.087 -1.546 3.217 0.04 0.00 0.09
H 4.047 -2.164 1.872 0.11 0.00 -0.02
H 0.096 -4.398 0.699 0.03 -0.17 0.04
H -0.812 -2.036 -0.264 -0.18 -0.02 -0.15
H -0.258 5.230 -1.601 0.03 0.01 0.01
H 1.268 5.044 -0.719 -0.06 -0.04 -0.20
H -1.630 2.786 -2.248 -0.05 0.02 0.04
H -2.388 0.451 -2.518 -0.15 -0.04 -0.04
H 2.405 1.511 -2.919 0.15 0.02 0.03
H 2.116 -2.970 -3.459 -0.09 0.00 0.04
H 1.360 -2.497 -1.907 0.05 0.01 -0.16
H -0.378 -3.488 -3.405 0.08 0.06 -0.05
H 0.037 -2.283 -4.662 -0.04 -0.05 0.10
H -1.673 -0.266 0.616 -0.09 0.10 -0.02
H -2.046 1.477 0.485 0.00 -0.15 -0.05
H -1.200 1.815 2.805 -0.05 -0.09 -0.04
H -3.459 1.383 3.359 -0.07 0.02 -0.04
H -3.560 0.145 2.101 -0.07 0.01 -0.04
H -3.592 -1.328 3.984 -0.06 -0.02 0.05
H -2.682 -0.178 4.982 -0.02 -0.03 0.03
H -0.902 -1.704 4.354 -0.04 -0.04 -0.05
H -1.596 -1.932 2.728 0.04 0.02 0.08

Entry 3:
17
Properties=species:S:1:pos:R:3:forces:R:3 method="wB97M-V/def2-TZVPD" e_above_lowest_ev=3.414 max_force_ha_per_bohr=0.2294 smiles="CC(=O)c1nccn1C" homo_energy_ev=-9.1 lumo_ev=0.42 spin_multiplicity=1
C -0.708 0.981 2.369 1.76 3.60 3.08
C -0.627 -0.016 1.336 0.59 -4.99 0.16
O -0.909 -1.222 1.605 0.54 3.03 -1.05
C -0.061 0.332 -0.016 -0.47 -3.47 1.76
N 0.021 1.512 -0.465 -0.36 2.15 0.08
C 0.541 1.439 -1.703 -0.33 -6.79 3.24
C 0.843 0.119 -2.002 -3.03 2.47 6.69
N 0.411 -0.659 -0.884 0.73 4.83 -1.18
C 0.545 -2.041 -0.708 -10.39 4.11 3.78
H 0.410 1.530 2.680 -3.03 -1.86 -1.19
H -1.193 0.699 3.385 0.76 0.05 -2.15
H -1.231 1.830 1.908 -0.03 0.12 0.41
H 0.662 2.256 -2.165 1.10 5.71 -4.00
H 1.128 -0.184 -2.859 2.21 -2.85 -5.53
H 1.064 -2.367 0.006 4.37 -2.00 5.97
H 0.775 -2.406 -1.496 3.29 -4.59 -9.93
H -0.562 -2.435 -0.524 2.28 0.48 -0.16

Entry 4:
55
Properties=species:S:1:pos:R:3:forces:R:3 method="wB97M-V/def2-TZVPD" e_above_lowest_ev=3.697 max_force_ha_per_bohr=0.0799 homo_energy_ev="-13.9 / -13.9" total_charge=+2 lumo_ev="-10.04 / -10.03" spin_multiplicity=1
Pt -0.863 -0.101 -0.029 1.87 -3.66 0.04
C 0.884 3.080 -0.799 -0.03 -0.10 0.09
O -0.363 2.428 -0.497 0.29 0.37 -0.13
C -1.335 2.597 -1.526 0.30 -0.02 -0.05
C -2.645 2.770 -0.836 -0.28 0.08 -0.02
O -2.786 1.682 0.100 0.62 0.02 -0.02
C -2.932 2.094 1.461 0.05 0.07 0.15
C -2.858 0.865 2.322 -0.29 0.06 -0.09
O -1.578 0.240 2.243 0.07 -0.29 -0.57
C -0.567 0.858 3.068 0.09 0.12 -0.01
H 0.740 4.160 -0.834 -0.03 0.00 0.01
H 1.582 2.840 0.000 -0.04 0.01 0.03
H 1.288 2.738 -1.753 -0.05 -0.04 -0.01
H -1.100 3.461 -2.147 -0.07 0.01 -0.06
H -1.366 1.701 -2.156 0.15 0.02 -0.15
H -2.671 3.726 -0.316 -0.06 -0.04 0.15
H -3.465 2.730 -1.552 -0.10 -0.01 0.05
H -2.143 2.803 1.723 0.01 0.08 -0.06
H -3.902 2.572 1.606 -0.06 0.05 -0.07
H -3.085 1.123 3.356 0.05 -0.07 0.08
H -3.577 0.126 1.972 -0.03 -0.05 0.09
H -0.913 0.872 4.100 -0.09 -0.09 0.01
H 0.328 0.257 2.981 0.02 -0.06 0.03
H -0.348 1.877 2.746 -0.05 -0.01 -0.09
S -3.856 -3.375 -0.514 0.25 0.50 0.08
C -4.668 -1.865 -0.677 0.13 0.36 0.04
C -3.836 -0.783 -0.579 -1.02 -0.06 -0.28
C -2.500 -1.158 -0.360 0.36 0.52 -0.03
C -2.370 -2.567 -0.314 -0.63 0.40 0.13
C -1.107 -3.187 -0.232 0.49 -0.60 -0.08
C -0.895 -4.565 -0.224 0.12 0.13 -0.10
C 0.401 -5.043 -0.304 -0.06 0.01 0.01
C 1.445 -4.136 -0.394 -0.08 0.34 0.12
C 1.164 -2.769 -0.343 0.54 -0.22 0.30
N -0.072 -2.318 -0.247 -0.90 1.28 -0.04
H -5.736 -1.848 -0.850 0.10 -0.03 0.01
H -4.182 0.233 -0.681 -0.03 -0.16 0.03
H -1.740 -5.242 -0.175 0.06 0.06 0.04
H 0.594 -6.107 -0.313 -0.01 0.02 -0.01
H 2.469 -4.465 -0.506 -0.02 0.07 -0.03
H 1.966 -2.048 -0.399 0.01 -0.20 -0.02
Br 5.860 1.220 -3.417 0.00 -0.01 0.03
C 5.101 0.674 -1.782 0.15 0.12 -0.30
C 5.922 0.375 -0.706 -0.01 -0.02 0.26
C 5.359 -0.027 0.502 0.12 -0.01 -0.04
C 3.986 -0.108 0.637 -0.09 -0.03 0.13
C 3.175 0.200 -0.453 -0.03 -0.04 -0.24
C 3.729 0.582 -1.676 -0.27 -0.09 0.02
C 1.722 0.111 -0.307 0.77 0.53 0.46
O 1.172 0.055 0.829 -0.37 0.59 -0.13
O 0.953 0.081 -1.329 -1.96 0.02 0.24
H 6.995 0.469 -0.805 -0.02 -0.05 -0.02
H 6.000 -0.278 1.337 0.00 0.05 -0.03
H 3.533 -0.412 1.572 0.05 0.03 0.00
H 3.093 0.802 -2.523 0.04 0.02 0.01

Number 1: total energy -2265.3516 hartree. Number 2: total energy -1790.7606 hartree. Number 3: total energy -418.0578 hartree. Number 4: total energy -4374.4652 hartree.